# 1
The following is a DFT calculation (ωB97M-V/def2-TZVPD) of a single CH5Cl3Si2 molecule at a distorted geometry.

Each line ends with the Mulliken charge.
Atoms and positions in Å:
Cl: 2.03976 -1.69408 0.76416  -0.23
Si: 1.80332 -0.10498 -0.49868  0.54
Si: -0.18608 1.04221 0.09365  0.28
C: -1.39903 -0.34553 0.50152  -0.22
Cl: -1.42682 -1.36964 -0.98423  -0.18
Cl: -3.03875 0.18808 0.82454  -0.14
H: 1.41128 -0.72033 -1.68781  -0.13
H: 3.07807 0.54156 -0.75420  -0.14
H: -0.21634 1.81428 1.48440  -0.06
H: -1.09149 1.72714 -0.92604  -0.06
H: -0.97393 -1.07871 1.18268  0.35

Properties
Strongest force on any atom = 2.16 eV/Å
Frontier orbital gap = 10.385 eV
SMILES = Cl[SiH2][SiH2]C(Cl)Cl
Relative energy (zero: lowest compared OMol25 entry of this formula, charge and spin) = 396.4 kJ/mol
HOMO = -10.3 eV
LUMO = 0.1 eV

# 2
The following is a DFT calculation (ωB97M-V/def2-TZVPD) of a 2-piece molecular cluster, C2H5N overall at a distorted geometry.

Each line ends with the Mulliken charge.
Atoms and positions in Å:
C: -0.51860 0.30955 0.07210  0.21
C: 0.78886 -0.47937 0.17209  -0.91
N: -1.65608 -0.25955 -0.12513  -0.57
H: -0.34081 1.27868 0.53560  0.29
H: 2.06152 0.25388 -1.22524  0.05
H: 0.71261 -1.44467 -0.28081  0.36
H: 1.43049 -0.00951 0.95716  0.32
H: -2.47799 0.35099 -0.10577  0.25

Properties
Strongest force on any atom = 4.05 eV/Å
Frontier orbital gap (spin up / spin down) = 9.224 / 8.907 eV
Relative energy (zero: lowest compared OMol25 entry of this formula, charge and spin) = 376.8 kJ/mol
HOMO (spin up / spin down) = -9.8 / -9.4 eV
LUMO (spin up / spin down) = -0.6 / -0.5 eV

# 3
The following is a DFT calculation (ωB97M-V/def2-TZVPD) of C5H15N3 as an isolated structure at a distorted geometry.

Each line ends with the Mulliken charge.
Atoms and positions in Å:
C: -0.86007 -0.16266 0.37114  0.08
C: 0.38742 -0.08340 -0.29775  0.19
C: 1.38803 0.13004 1.47478  -0.79
C: -1.53255 -0.54943 -1.85373  -1.29
C: 0.80483 1.11760 -1.10090  -1.38
N: -1.21628 -1.37835 0.93785  -0.45
N: -1.39581 0.96156 0.96641  -0.39
N: 2.72436 -0.30480 1.29179  -0.57
H: 0.81326 -1.03236 -0.59058  0.39
H: -2.08720 -1.39436 1.44772  0.21
H: -1.14769 -2.13084 0.26333  0.32
H: -2.22665 0.85234 1.52834  0.23
H: -1.47107 1.80879 0.42455  0.20
H: 3.20977 0.18454 0.54973  0.26
H: 2.80016 -1.30270 1.13982  0.25
H: 0.88077 -0.45232 2.23870  0.38
H: 1.33256 1.19685 1.68134  0.37
H: -1.89493 0.43738 -2.14514  0.24
H: -2.37037 -1.24534 -1.75271  0.42
H: -0.85448 -0.95008 -2.60928  0.35
H: 1.76906 1.51632 -0.77220  0.40
H: 0.86481 0.84930 -2.15415  0.30
H: 0.08207 1.93194 -1.03906  0.30

Properties
Strongest force on any atom = 5.12 eV/Å
Frontier orbital gap = 6.560 eV
Relative energy (zero: lowest compared OMol25 entry of this formula, charge and spin) = 455.8 kJ/mol
HOMO = -5.7 eV
LUMO = 0.8 eV

# 4
The following is a DFT calculation (ωB97M-V/def2-TZVPD) of a 2-piece molecular cluster, C5H10N3 overall at a distorted geometry.

Each line ends with the Mulliken charge.
Atoms and positions in Å:
C: 1.13772 -0.41406 -2.43395  -0.39
C: 2.17921 0.12682 -1.66728  -0.24
C: 0.48542 -0.37047 -0.27605  -0.15
C: -1.28896 1.22816 1.33390  -1.09
C: -0.66267 -0.14259 1.46833  0.02
N: 0.14817 -0.58410 -1.53887  -0.02
N: 1.69858 0.18352 -0.40461  -0.05
N: -1.47876 -1.17504 1.47930  -0.34
H: 0.93076 -0.47854 -3.49578  0.39
H: 3.18844 0.59350 -1.93470  0.35
H: -1.72910 1.71239 2.20211  0.36
H: -0.47099 1.80352 1.04184  0.36
H: -1.99499 1.27817 0.41684  0.35
H: 0.17198 -0.28003 2.06502  0.41
H: 2.22881 0.67484 0.39815  0.31
H: -1.34201 -2.15372 1.74460  0.23
H: -0.75053 -1.04469 -1.70430  0.25
H: -2.45111 -0.95766 1.30544  0.25

Properties
Strongest force on any atom = 3.69 eV/Å
Net charge = +1
Frontier orbital gap = 10.342 eV
Relative energy (zero: lowest compared OMol25 entry of this formula, charge and spin) = 214.5 kJ/mol
HOMO = -13.3 eV
LUMO = -2.9 eV

What did the third record say?
The following is a DFT calculation (ωB97M-V/def2-TZVPD) of C5H15N3 as an isolated structure at a distorted geometry.

Each line ends with the Mulliken charge.
Atoms and positions in Å:
C: -0.86007 -0.16266 0.37114  0.08
C: 0.38742 -0.08340 -0.29775  0.19
C: 1.38803 0.13004 1.47478  -0.79
C: -1.53255 -0.54943 -1.85373  -1.29
C: 0.80483 1.11760 -1.10090  -1.38
N: -1.21628 -1.37835 0.93785  -0.45
N: -1.39581 0.96156 0.96641  -0.39
N: 2.72436 -0.30480 1.29179  -0.57
H: 0.81326 -1.03236 -0.59058  0.39
H: -2.08720 -1.39436 1.44772  0.21
H: -1.14769 -2.13084 0.26333  0.32
H: -2.22665 0.85234 1.52834  0.23
H: -1.47107 1.80879 0.42455  0.20
H: 3.20977 0.18454 0.54973  0.26
H: 2.80016 -1.30270 1.13982  0.25
H: 0.88077 -0.45232 2.23870  0.38
H: 1.33256 1.19685 1.68134  0.37
H: -1.89493 0.43738 -2.14514  0.24
H: -2.37037 -1.24534 -1.75271  0.42
H: -0.85448 -0.95008 -2.60928  0.35
H: 1.76906 1.51632 -0.77220  0.40
H: 0.86481 0.84930 -2.15415  0.30
H: 0.08207 1.93194 -1.03906  0.30

Properties
Strongest force on any atom = 5.12 eV/Å
Frontier orbital gap = 6.560 eV
Relative energy (zero: lowest compared OMol25 entry of this formula, charge and spin) = 455.8 kJ/mol
HOMO = -5.7 eV
LUMO = 0.8 eV

Copy entry 4 word for word.
The following is a DFT calculation (ωB97M-V/def2-TZVPD) of a 2-piece molecular cluster, C5H10N3 overall at a distorted geometry.

Each line ends with the Mulliken charge.
Atoms and positions in Å:
C: 1.13772 -0.41406 -2.43395  -0.39
C: 2.17921 0.12682 -1.66728  -0.24
C: 0.48542 -0.37047 -0.27605  -0.15
C: -1.28896 1.22816 1.33390  -1.09
C: -0.66267 -0.14259 1.46833  0.02
N: 0.14817 -0.58410 -1.53887  -0.02
N: 1.69858 0.18352 -0.40461  -0.05
N: -1.47876 -1.17504 1.47930  -0.34
H: 0.93076 -0.47854 -3.49578  0.39
H: 3.18844 0.59350 -1.93470  0.35
H: -1.72910 1.71239 2.20211  0.36
H: -0.47099 1.80352 1.04184  0.36
H: -1.99499 1.27817 0.41684  0.35
H: 0.17198 -0.28003 2.06502  0.41
H: 2.22881 0.67484 0.39815  0.31
H: -1.34201 -2.15372 1.74460  0.23
H: -0.75053 -1.04469 -1.70430  0.25
H: -2.45111 -0.95766 1.30544  0.25

Properties
Strongest force on any atom = 3.69 eV/Å
Net charge = +1
Frontier orbital gap = 10.342 eV
Relative energy (zero: lowest compared OMol25 entry of this formula, charge and spin) = 214.5 kJ/mol
HOMO = -13.3 eV
LUMO = -2.9 eV